Computed, not measured: a cluster of 8 separate species, C28H48O24 in total at a distorted geometry, with ωB97M-V with the def2-TZVPD basis set.

Geometry (Å):
C: 8.776 -4.424 4.734
C: 7.390 -4.653 4.014
C: 6.188 -4.809 4.911
O: 5.411 -3.726 4.724
C: 5.956 -2.911 3.830
O: 5.479 -1.899 3.308
O: 7.195 -3.393 3.444
H: 9.272 -5.311 5.131
H: 8.623 -3.868 5.658
H: 9.425 -3.803 4.116
H: 7.521 -5.440 3.272
H: 6.375 -4.857 5.984
H: 5.625 -5.726 4.737
C: -5.291 2.025 0.231
C: -5.765 0.648 0.665
C: -6.824 -0.033 -0.270
O: -6.249 -1.298 -0.490
C: -4.970 -1.396 0.007
O: -4.160 -2.307 -0.195
O: -4.696 -0.250 0.682
H: -5.034 2.053 -0.828
H: -4.329 2.305 0.660
H: -6.013 2.800 0.487
H: -6.173 0.703 1.675
H: -6.934 0.547 -1.186
H: -7.775 -0.192 0.238
C: 0.363 0.090 2.400
C: 0.948 0.158 0.938
C: 0.438 -0.846 -0.094
O: 0.330 -0.040 -1.319
C: 0.374 1.276 -1.024
O: 0.201 2.156 -1.843
O: 0.741 1.398 0.313
H: 0.842 0.932 2.900
H: 0.713 -0.875 2.767
H: -0.720 0.091 2.519
H: 2.019 0.190 1.139
H: -0.579 -1.107 0.198
H: 1.099 -1.694 -0.271
C: -2.023 4.054 5.213
C: -3.009 5.147 5.534
C: -3.956 5.412 4.398
O: -5.201 5.620 5.087
C: -5.180 5.089 6.283
O: -6.134 4.864 7.026
O: -3.954 4.781 6.520
H: -2.364 3.037 5.407
H: -1.091 4.145 5.771
H: -1.689 4.057 4.176
H: -2.391 5.987 5.852
H: -3.954 4.539 3.745
H: -3.735 6.273 3.768
C: 4.225 -8.751 -4.659
O: 4.964 -7.683 -4.015
C: 4.691 -6.431 -4.335
O: 3.908 -6.046 -5.201
O: 5.397 -5.657 -3.531
C: 5.236 -4.199 -3.652
H: 3.152 -8.632 -4.503
H: 4.578 -9.587 -4.057
H: 4.388 -8.685 -5.735
H: 5.420 -3.862 -4.672
H: 5.898 -3.734 -2.921
H: 4.282 -3.797 -3.312
C: -0.250 5.448 -6.287
O: 0.274 4.672 -7.416
C: -0.503 4.339 -8.454
O: -1.724 4.492 -8.408
O: 0.144 3.901 -9.492
C: 1.500 3.528 -9.477
H: -1.017 4.954 -5.689
H: -0.449 6.458 -6.646
H: 0.577 5.522 -5.581
H: 1.824 2.849 -10.265
H: 1.693 2.953 -8.571
H: 2.177 4.383 -9.455
C: 0.946 -1.185 8.174
O: 0.112 -0.072 8.138
C: 0.086 0.726 9.215
O: 0.909 0.728 10.125
O: -0.971 1.421 9.067
C: -1.312 2.346 10.077
H: 1.060 -1.359 7.104
H: 0.676 -2.005 8.838
H: 1.974 -0.939 8.440
H: -0.987 2.174 11.104
H: -2.399 2.269 10.112
H: -1.226 3.368 9.709
C: -4.017 -0.547 -10.605
O: -3.167 -0.546 -9.456
C: -3.389 0.260 -8.457
O: -4.208 1.213 -8.377
O: -2.528 -0.054 -7.541
C: -2.641 0.453 -6.163
H: -4.705 -1.387 -10.507
H: -3.466 -0.818 -11.505
H: -4.642 0.333 -10.757
H: -2.068 1.376 -6.079
H: -1.944 -0.205 -5.644
H: -3.587 0.495 -5.624

The maximum force comes out at 5.14 eV/Å. Its calculated total energy is -78951.1584 eV. For the energy relative to the best compared isomer or geometry (same formula, charge and spin), the calculation gives 313.6 kJ/mol. The SMILES is C[C@H]1COC(=O)O1.C[C@H]1COC(=O)O1.C[C@H]1COC(=O)O1.C[C@H]1COC(=O)O1.COC(=O)OC.COC(=O)OC.COC(=O)OC.COC(=O)OC. The multiplicity is 1. As for the HOMO-LUMO gap: 10.131 eV.